Entry from OMol25: a structure of composition C48H43AsCl3FeNO2P2S2 at a distorted geometry (ωB97M-V with the def2-TZVPD basis set).

* E_HOMO (alpha / beta): -0.3799 / -0.3799 Eh
* F_max: 0.053 hartree/bohr
* ΔE to the lowest compared entry with this formula, charge and spin: 20.4 kcal per mole
* <S²>: 0.816
* total energy: -229094.5408 eV

```
! RIJCOSX wB97M-V def2-TZVPD def2/J DEFGRID3
* xyz 1 2
Fe -0.93 -0.28 -2.55
S -1.55 -2.40 -3.21
C -3.24 -2.18 -2.88
C -4.17 -2.64 -3.82
C -5.51 -2.39 -3.62
C -5.93 -1.72 -2.47
C -5.02 -1.31 -1.51
C -3.67 -1.55 -1.69
As -2.22 -1.08 -0.47
C -1.71 -2.88 0.04
C -2.68 -3.82 0.37
C -2.32 -5.12 0.68
C -0.98 -5.49 0.68
C 0.00 -4.55 0.36
C -0.37 -3.25 0.03
C -3.08 -0.46 1.14
C -2.69 -1.01 2.36
C -3.23 -0.52 3.53
C -4.15 0.52 3.50
C -4.53 1.08 2.28
C -3.97 0.61 1.10
H -3.83 -3.15 -4.71
H -6.24 -2.72 -4.35
H -6.99 -1.53 -2.32
H -5.38 -0.84 -0.60
H -3.73 -3.53 0.39
H -3.08 -5.85 0.93
H -0.69 -6.50 0.92
H 1.05 -4.83 0.36
H 0.39 -2.53 -0.22
H -1.99 -1.83 2.39
H -2.93 -0.95 4.48
H -4.56 0.91 4.42
H -5.23 1.91 2.26
H -4.23 1.09 0.16
C 4.57 3.09 3.20
S 4.68 4.11 1.72
C 3.59 3.20 0.60
C 2.12 3.27 0.97
C 1.23 2.65 -0.11
N 1.23 1.15 -0.11
P 1.12 0.36 -1.63
C 2.09 1.38 -2.79
C 3.45 1.17 -2.96
C 4.18 1.99 -3.81
C 3.55 3.02 -4.50
C 2.19 3.23 -4.34
C 1.46 2.41 -3.49
C 2.16 -1.12 -1.49
C 1.97 -2.15 -2.42
C 2.74 -3.30 -2.36
C 3.69 -3.45 -1.35
C 3.90 -2.42 -0.45
C 3.15 -1.25 -0.52
P 0.26 0.23 1.06
C 1.48 -0.60 2.12
C 1.15 -1.88 2.55
C 2.01 -2.60 3.38
C 3.21 -2.03 3.78
C 3.55 -0.75 3.35
C 2.69 -0.04 2.53
C -0.47 1.48 2.18
C -1.45 2.34 1.66
C -2.02 3.33 2.44
C -1.66 3.45 3.77
C -0.73 2.57 4.32
C -0.15 1.59 3.53
H 5.16 3.58 3.97
H 4.99 2.10 3.02
H 3.54 3.00 3.56
H 3.95 2.17 0.51
H 3.75 3.68 -0.37
H 1.83 4.32 1.08
H 1.94 2.80 1.93
H 1.63 2.99 -1.05
H 0.22 3.05 -0.03
H 3.95 0.36 -2.44
H 5.24 1.82 -3.95
H 4.13 3.66 -5.16
H 1.69 4.03 -4.88
H 0.40 2.60 -3.35
H 1.23 -2.04 -3.19
H 2.59 -4.09 -3.09
H 4.27 -4.36 -1.29
H 4.65 -2.52 0.33
H 3.34 -0.44 0.16
H 0.21 -2.33 2.23
H 1.74 -3.60 3.70
H 3.88 -2.58 4.42
H 4.49 -0.31 3.67
H 2.96 0.95 2.20
H -1.77 2.23 0.62
H -2.75 4.00 2.01
H -2.11 4.21 4.39
H -0.46 2.65 5.37
H 0.57 0.91 3.97
Cl -2.17 3.20 -5.49
C -2.39 1.83 -4.44
Cl -0.98 0.70 -4.71
Cl -3.88 0.96 -4.84
C -2.45 2.21 -2.92
O -2.88 3.31 -2.65
O -2.10 1.26 -2.12
*
```